1.
The following is a DFT calculation (ωB97M-V with the def2-TZVPD basis set) of CH3AlMgO2 as an isolated structure.

The molar mass comes out at 98.320 Da. As for the spin multiplicity: 2. The charge is +1. As for the largest force on an atom: 2.7 eV Å⁻¹. For the gap between HOMO and LUMO (spin up / spin down), the calculation gives 4.73 / 8.98 eV.

Positions of all 8 atoms, in Å:
1 O 2.63 -0.01 -0.30
2 Al 1.26 0.79 -0.51
3 O -0.11 0.56 0.18
4 C -1.42 0.14 0.00
5 Mg 3.08 -1.50 0.72
6 H -1.54 -0.61 -0.81
7 H -1.77 -0.34 0.93
8 H -2.14 0.96 -0.21

Atomic partial charges in e from the Löwdin method, atoms 1 to 6: O -0.509; Al 0.586; O -0.200; C -0.133; Mg 0.947; H 0.100

=====

2.
The following is a DFT calculation (ωB97M-V with the def2-TZVPD basis set) of C18H28N6O5SSn as an isolated structure.

The molar mass comes out at 559.237 Da. The charge is -2. As for the largest force on an atom: 2.5 eV Å⁻¹. For the gap between HOMO and LUMO, the calculation gives 5.37 eV.

Positions of all 59 atoms, in Å:
1 Sn -0.68 0.54 -0.45
2 O 0.86 -1.66 2.02
3 C 1.73 -2.19 1.02
4 C 0.97 -2.89 -0.10
5 N 0.27 -1.97 -1.00
6 C -1.10 -2.40 -1.30
7 C -1.94 -2.43 -0.01
8 O -2.80 -3.29 0.15
9 O -1.60 -1.50 0.79
10 C 1.05 -1.69 -2.20
11 C 2.36 -0.86 -1.99
12 O 3.35 -1.22 -2.66
13 O 2.29 0.13 -1.20
14 H -0.03 -1.55 1.62
15 H 2.36 -1.41 0.60
16 H 2.37 -2.93 1.51
17 H 1.67 -3.52 -0.67
18 H 0.23 -3.55 0.37
19 H -1.56 -1.64 -1.94
20 H -1.16 -3.37 -1.79
21 H 1.33 -2.62 -2.72
22 H 0.43 -1.10 -2.87
23 C 2.33 0.87 3.03
24 C 1.11 1.47 2.40
25 N 1.12 2.09 1.29
26 N 2.33 1.99 0.61
27 C 2.63 2.92 -0.34
28 N 3.17 2.37 -1.46
29 S 2.50 4.56 -0.07
30 C -0.23 1.22 2.99
31 C -0.41 0.75 4.29
32 C -1.69 0.43 4.72
33 C -2.75 0.54 3.83
34 C -2.47 0.97 2.54
35 N -1.25 1.32 2.14
36 H 3.21 1.43 2.72
37 H 2.43 -0.17 2.71
38 H 2.26 0.88 4.12
39 H 2.53 1.03 0.32
40 H 2.76 1.50 -1.77
41 H 3.34 3.03 -2.20
42 H 0.43 0.64 4.96
43 H -1.85 0.06 5.72
44 H -3.75 0.25 4.10
45 H -3.24 1.02 1.78
46 C -4.19 1.30 -2.88
47 C -3.05 1.96 -2.08
48 C -2.31 2.93 -3.03
49 C -3.69 2.80 -0.95
50 N -2.18 0.96 -1.57
51 H -4.90 2.04 -3.28
52 H -4.73 0.61 -2.22
53 H -3.77 0.72 -3.70
54 H -2.98 3.69 -3.45
55 H -1.85 2.36 -3.84
56 H -1.51 3.43 -2.47
57 H -4.41 3.53 -1.34
58 H -2.90 3.32 -0.40
59 H -4.20 2.13 -0.26

Atomic partial charges in e from the Löwdin method, atoms 1 to 6: Sn 1.240; O -0.109; C -0.234; C -0.153; N -0.250; C -0.163

=====

3.
The following is a DFT calculation (ωB97M-V with the def2-TZVPD basis set) of one molecule with the formula C4H8O2.

The molar mass comes out at 88.106 Da. The charge is 0. Its SMILES is C[C@@H](O)CC=O. As for the largest force on an atom: 0.6 eV Å⁻¹. For the gap between HOMO and LUMO, the calculation gives 10.54 eV.

Positions of all 14 atoms, in Å:
1 C -1.63 -0.22 -0.42
2 C -0.23 0.35 -0.36
3 O -0.31 1.54 0.41
4 C 0.72 -0.66 0.29
5 C 2.11 -0.12 0.45
6 O 3.11 -0.73 0.17
7 H -2.33 0.59 -0.67
8 H -1.72 -1.05 -1.14
9 H -1.89 -0.58 0.58
10 H 0.15 0.59 -1.37
11 H -1.20 1.88 0.22
12 H 0.76 -1.58 -0.30
13 H 0.33 -0.92 1.29
14 H 2.15 0.92 0.85

Atomic partial charges in e from the Löwdin method, atoms 1 to 6: C -0.056; C -0.463; O -0.045; C -0.120; C -0.255; O 0.050

=====

4.
The following is a DFT calculation (ωB97M-V with the def2-TZVPD basis set) of C43H51N10O2SeTi as an isolated structure.

The molar mass comes out at 866.776 Da. As for the spin multiplicity: 2. The charge is 0. As for the largest force on an atom: 4.1 eV Å⁻¹. For the gap between HOMO and LUMO (spin up / spin down), the calculation gives 6.39 / 6.49 eV.

Positions of all 108 atoms, in Å:
1 Ti -0.30 0.13 -0.20
2 O -0.98 1.66 3.66
3 C -0.31 1.23 2.72
4 N -0.69 0.34 1.79
5 C -1.93 -0.30 2.01
6 C -2.38 -0.70 3.27
7 C -3.64 -1.25 3.41
8 C -4.46 -1.43 2.32
9 C -4.02 -1.10 1.05
10 C -2.75 -0.54 0.89
11 N -2.17 -0.22 -0.32
12 C -2.81 -0.13 -1.50
13 O -4.03 -0.19 -1.73
14 C -1.82 0.02 -2.59
15 C -2.16 0.08 -3.93
16 C -1.17 0.00 -4.89
17 C 0.14 -0.25 -4.45
18 C 0.40 -0.30 -3.11
19 N -0.52 -0.08 -2.16
20 C 1.13 1.70 2.69
21 C 1.77 1.74 3.93
22 C 3.08 2.16 4.00
23 C 3.72 2.52 2.82
24 C 3.00 2.46 1.64
25 N 1.74 2.06 1.57
26 H -1.74 -0.58 4.13
27 H -3.98 -1.54 4.40
28 H -5.46 -1.83 2.44
29 H -4.64 -1.25 0.19
30 H -3.20 0.16 -4.20
31 H -1.39 0.06 -5.94
32 H 0.95 -0.42 -5.15
33 H 1.38 -0.58 -2.74
34 H 1.21 1.46 4.81
35 H 3.60 2.20 4.95
36 H 4.75 2.85 2.82
37 H 3.45 2.75 0.70
38 C 2.52 -0.91 1.72
39 N 3.07 -1.00 0.39
40 C 3.83 -2.20 0.16
41 C 2.94 -0.05 -0.57
42 N 1.85 0.67 -0.65
43 C 1.68 1.83 -1.43
44 C 2.64 2.38 -2.28
45 C 2.36 3.41 -3.16
46 C 1.08 3.94 -3.21
47 C 0.15 3.53 -2.28
48 C 0.43 2.52 -1.35
49 N -0.54 2.18 -0.42
50 C -1.21 3.10 0.25
51 N -0.74 4.35 0.52
52 C 0.65 4.74 0.50
53 C -1.63 5.47 0.73
54 N -2.46 2.80 0.72
55 C -3.52 2.50 -0.21
56 C -2.92 3.18 2.03
57 N 4.10 0.13 -1.35
58 C 4.22 -0.28 -2.73
59 C 5.38 0.16 -0.66
60 H 3.22 -0.37 2.38
61 H 1.55 -0.39 1.71
62 H 2.36 -1.91 2.12
63 H 3.18 -3.05 0.37
64 H 4.72 -2.25 0.80
65 H 4.13 -2.28 -0.88
66 H 3.65 2.01 -2.24
67 H 3.13 3.77 -3.82
68 H 0.81 4.69 -3.94
69 H -0.84 3.97 -2.26
70 H 1.27 3.85 0.51
71 H 0.86 5.33 1.40
72 H 0.89 5.34 -0.38
73 H -2.66 5.21 0.48
74 H -1.32 6.29 0.08
75 H -1.60 5.81 1.77
76 H -4.18 3.38 -0.32
77 H -4.13 1.67 0.14
78 H -3.11 2.26 -1.19
79 H -3.63 4.01 2.00
80 H -2.08 3.43 2.67
81 H -3.42 2.31 2.46
82 H 3.25 -0.33 -3.20
83 H 4.70 -1.27 -2.81
84 H 4.85 0.43 -3.27
85 H 5.23 0.32 0.40
86 H 5.95 1.00 -1.06
87 H 5.97 -0.75 -0.81
88 C -2.72 -7.77 -0.04
89 C -2.10 -6.40 0.03
90 C -1.25 -6.05 1.07
91 C -0.61 -4.81 1.11
92 C 0.30 -4.49 2.25
93 C -0.82 -3.91 0.06
94 Se 0.34 -2.33 -0.04
95 C -1.72 -4.22 -0.97
96 C -2.03 -3.27 -2.08
97 C -2.35 -5.46 -0.96
98 H -2.26 -8.44 0.69
99 H -2.58 -8.20 -1.03
100 H -3.79 -7.71 0.16
101 H -1.06 -6.76 1.86
102 H 0.19 -5.22 3.05
103 H 0.07 -3.50 2.64
104 H 1.33 -4.49 1.91
105 H -1.27 -2.50 -2.14
106 H -2.99 -2.79 -1.90
107 H -2.08 -3.79 -3.03
108 H -3.02 -5.70 -1.77

Atomic partial charges in e from the Löwdin method, atoms 1 to 6: Ti 0.740; O 0.017; C -0.468; N -0.011; C -0.220; C -0.020

=====

5.
The following is a DFT calculation (ωB97M-V with the def2-TZVPD basis set) of C33H40N4P2SZn as an isolated structure.

The molar mass comes out at 652.116 Da. The charge is 0. As for the largest force on an atom: 3.0 eV Å⁻¹. For the gap between HOMO and LUMO, the calculation gives 6.14 eV.

Positions of all 81 atoms, in Å:
1 Zn -0.58 5.69 0.87
2 C -2.46 1.69 3.20
3 C -1.23 1.39 2.76
4 C -0.85 0.44 1.66
5 C -0.87 0.98 0.22
6 C -2.14 1.59 -0.29
7 C -3.34 1.55 0.29
8 C -3.78 0.53 1.29
9 C -3.74 1.06 2.74
10 C -2.31 5.60 -0.11
11 H -2.56 2.36 4.06
12 H -0.37 1.90 3.21
13 H -1.42 -0.50 1.75
14 H 0.20 0.22 1.88
15 H -0.09 1.76 0.16
16 H -0.56 0.16 -0.46
17 H -2.01 2.18 -1.20
18 H -4.08 2.34 0.09
19 H -3.19 -0.38 1.21
20 H -4.82 0.25 1.10
21 H -4.55 1.81 2.86
22 H -3.96 0.22 3.42
23 H -3.05 5.97 0.62
24 H -2.56 4.57 -0.38
25 H -2.29 6.22 -1.01
26 P 1.62 -2.02 -3.13
27 P 3.03 -2.13 -0.20
28 N 0.12 -2.61 -3.85
29 N 2.52 -2.10 -4.67
30 N 1.94 -3.09 0.82
31 N 4.46 -2.39 0.81
32 C 2.18 -3.65 -2.42
33 C 3.36 -3.47 -1.45
34 C -1.11 -2.03 -3.50
35 C -2.13 -2.80 -4.05
36 C -1.52 -3.89 -4.74
37 C -0.15 -3.76 -4.59
38 C 3.08 -0.95 -5.24
39 C 3.79 -1.31 -6.38
40 C 3.69 -2.73 -6.51
41 C 2.91 -3.19 -5.45
42 C 0.83 -2.48 1.40
43 C 0.07 -3.44 2.05
44 C 0.72 -4.70 1.85
45 C 1.85 -4.46 1.08
46 C 4.92 -3.51 1.52
47 C 6.24 -3.29 1.90
48 C 6.62 -2.01 1.39
49 C 5.53 -1.48 0.72
50 H 2.47 -4.36 -3.22
51 H 1.31 -4.08 -1.90
52 H 3.59 -4.43 -0.95
53 H 4.27 -3.14 -1.99
54 H -1.13 -1.14 -2.89
55 H -3.19 -2.61 -3.95
56 H -2.03 -4.68 -5.28
57 H 0.65 -4.39 -4.96
58 H 2.91 0.01 -4.78
59 H 4.32 -0.64 -7.05
60 H 4.13 -3.35 -7.28
61 H 2.61 -4.20 -5.20
62 H 0.69 -1.42 1.28
63 H -0.85 -3.26 2.60
64 H 0.39 -5.66 2.22
65 H 2.60 -5.14 0.71
66 H 4.27 -4.35 1.72
67 H 6.86 -3.97 2.46
68 H 7.59 -1.54 1.48
69 H 5.38 -0.55 0.20
70 S -1.00 5.64 3.26
71 C -2.53 6.27 3.69
72 C -3.08 7.45 3.13
73 C -4.33 7.91 3.56
74 C -5.05 7.21 4.54
75 C -4.48 6.08 5.15
76 C -3.25 5.60 4.72
77 H -2.52 7.99 2.37
78 H -4.74 8.82 3.12
79 H -6.04 7.55 4.85
80 H -5.00 5.57 5.96
81 H -2.79 4.73 5.17

Atomic partial charges in e from the Löwdin method, atoms 1 to 6: Zn 0.719; C -0.107; C -0.102; C -0.221; C -0.181; C -0.125

=====

> charge of number 5 (C33H40N4P2SZn)?

0

=====

> charge of number 4 (C43H51N10O2SeTi)?

0